Version w
The following is a quantum chemistry calculation of C17H20N4O5S as an isolated structure, from OMol25.

The gap between HOMO and LUMO is 6.96 eV. The calculation puts the highest occupied orbital energy at -0.300 Ha.

Cartesian coordinates (Å):
1 C 4.869 5.599 2.893
2 C 4.395 4.615 1.657
3 H 3.706 5.051 1.048
4 H 5.327 4.316 1.076
5 O 3.936 3.585 2.097
6 C 3.341 2.784 1.431
7 O 3.370 3.020 0.280
8 C 2.764 1.458 2.073
9 C 2.209 0.500 1.301
10 C 1.443 -0.542 1.816
11 C 1.404 -0.758 3.439
12 C 2.085 0.260 4.127
13 C 2.654 1.483 3.300
14 H 2.975 2.136 4.182
15 H 1.974 0.194 5.060
16 H 0.848 -1.377 3.780
17 N 0.871 -1.378 0.897
18 C 0.175 -2.510 1.319
19 O -0.114 -3.166 2.393
20 C -0.303 -3.328 0.139
21 H 0.724 -3.588 -0.631
22 H -0.732 -4.239 0.552
23 O -1.287 -2.739 -0.598
24 C -0.941 -1.671 -1.435
25 N 0.539 -1.599 -1.718
26 S 0.412 -0.295 -2.950
27 N -1.123 -0.120 -3.416
28 C -1.777 -1.251 -2.433
29 N -3.107 -1.222 -2.604
30 C -4.002 -1.898 -1.675
31 H -3.313 -2.681 -0.954
32 C -4.884 -2.824 -2.434
33 O -5.780 -2.051 -3.259
34 C -4.870 -1.361 -4.352
35 H -5.532 -0.803 -4.946
36 C -3.900 -0.701 -3.495
37 H -3.047 -0.288 -4.484
38 H -4.504 0.418 -2.986
39 H -4.420 -2.262 -4.797
40 H -5.698 -3.176 -1.451
41 H -4.675 -3.525 -2.917
42 H -4.498 -1.024 -0.837
43 H 1.110 -1.214 0.044
44 H 2.202 0.782 0.169
45 H 4.236 5.877 3.529
46 H 5.548 5.004 3.395
47 H 5.389 6.509 2.372



Version x
The following is a quantum chemistry calculation of C17H20N4O5S in the gas phase, from OMol25.

The gap between HOMO and LUMO is 7.61 eV. The calculation puts the highest occupied orbital energy at -0.286 Ha. The SMILES is Cc1ccc(/C=N/NC(=O)CNC(=O)c2ccc(S(=O)(=O)N(C)C)cc2)o1.

Cartesian coordinates (Å):
1 C 8.998 -1.617 0.444
2 C 7.666 -1.613 -0.212
3 C 7.285 -1.283 -1.486
4 C 5.892 -1.469 -1.547
5 C 5.506 -1.903 -0.299
6 C 4.229 -2.256 0.241
7 N 3.192 -2.183 -0.505
8 N 1.950 -2.505 -0.071
9 C 1.523 -2.887 1.157
10 O 2.209 -3.035 2.146
11 C -0.001 -3.118 1.181
12 N -0.739 -1.880 1.055
13 C -0.989 -1.324 -0.149
14 O -0.601 -1.835 -1.188
15 C -1.801 -0.072 -0.132
16 C -2.617 0.177 -1.235
17 C -3.393 1.320 -1.285
18 C -3.340 2.214 -0.233
19 S -4.350 3.693 -0.318
20 O -4.174 4.446 0.893
21 O -4.112 4.347 -1.568
22 N -5.885 2.989 -0.389
23 C -6.275 2.458 0.896
24 C -6.882 3.830 -1.017
25 C -2.515 2.000 0.854
26 C -1.742 0.852 0.908
27 O 6.594 -1.987 0.508
28 H 8.994 -0.961 1.314
29 H 9.755 -1.278 -0.256
30 H 9.249 -2.620 0.786
31 H 7.928 -0.950 -2.275
32 H 5.242 -1.311 -2.382
33 H 4.226 -2.574 1.281
34 H 1.248 -2.382 -0.802
35 H -0.276 -3.767 0.344
36 H -0.261 -3.597 2.126
37 H -1.025 -1.414 1.900
38 H -2.623 -0.539 -2.043
39 H -4.033 1.538 -2.124
40 H -5.478 1.809 1.252
41 H -7.188 1.875 0.779
42 H -6.440 3.253 1.632
43 H -6.417 4.290 -1.885
44 H -7.722 3.211 -1.334
45 H -7.242 4.616 -0.344
46 H -2.491 2.739 1.639
47 H -1.074 0.705 1.745



Energies in hartree, measured from the most stable structure: version w 0.6401; version x 0.0000.



Version w
The following is a quantum chemistry calculation of C8H6O4 in the gas phase, from OMol25.

The gap between HOMO and LUMO is 9.07 eV. The calculation puts the highest occupied orbital energy at -0.355 Ha. The SMILES is O=Cc1cc(O)c(O)c(C=O)c1.

Cartesian coordinates (Å):
1 O 2.286 2.995 -0.873
2 C 1.699 2.065 -1.335
3 C 0.944 0.948 -0.641
4 C -0.098 0.590 -1.507
5 C -1.110 -0.276 -1.029
6 O -2.373 -0.418 -1.568
7 C -0.878 -0.819 0.198
8 O -1.928 -1.636 0.769
9 C 0.200 -0.503 1.029
10 C 0.318 -1.056 2.388
11 O 1.110 -0.736 3.222
12 C 1.180 0.438 0.578
13 H 1.800 1.969 -2.390
14 H -0.274 1.161 -2.425
15 H -2.770 -0.972 -0.947
16 H -1.859 -2.506 0.950
17 H -0.318 -2.026 2.495
18 H 2.069 0.782 1.086



Version x
The following is a quantum chemistry calculation of C8H6O4 in the gas phase, from OMol25.

The gap between HOMO and LUMO is 9.82 eV. The calculation puts the highest occupied orbital energy at -0.368 Ha. The SMILES is O=Cc1ccc(O)c(C(=O)O)c1.

Cartesian coordinates (Å):
1 O -3.617 -1.236 -0.364
2 C -3.236 -0.235 0.144
3 C -1.794 0.289 0.150
4 C -1.398 1.619 -0.068
5 C -0.080 2.025 -0.088
6 C 1.019 1.140 0.015
7 O 2.328 1.503 0.167
8 C 0.617 -0.191 0.053
9 C 1.689 -1.223 -0.009
10 O 1.462 -2.307 0.341
11 O 2.888 -0.793 -0.501
12 C -0.689 -0.589 0.092
13 H -4.020 0.391 0.679
14 H -2.111 2.479 -0.179
15 H 0.092 3.041 -0.228
16 H 2.666 1.158 1.015
17 H 2.945 0.167 -0.672
18 H -0.814 -1.573 0.517



Energies in hartree, measured from the most stable structure: version w 0.0344; version x 0.0000.



Version w
The following is a quantum chemistry calculation of a 3-piece molecular cluster, C5H7ClO2 overall, from OMol25.

The gap between HOMO and LUMO is 10.87 eV. The calculation puts the highest occupied orbital energy at -0.375 Ha.

Cartesian coordinates (Å):
1 C -1.675 -1.295 0.200
2 C -0.702 -0.631 -0.006
3 C -4.824 -0.255 -0.168
4 C 1.596 -1.244 0.439
5 C 0.646 -0.083 -0.020
6 O -4.207 0.684 -0.181
7 O 1.017 0.521 -1.274
8 Cl 2.313 3.866 0.626
9 H -2.739 -1.599 0.176
10 H 2.085 3.725 -0.620
11 H 1.461 -2.210 -0.117
12 H 2.659 -0.992 0.412
13 H 1.380 -1.402 1.548
14 H 0.771 0.592 0.748
15 H 0.219 0.323 -1.763



Version x
The following is a quantum chemistry calculation of C5H7ClO2 as an isolated structure, from OMol25.

The gap between HOMO and LUMO is 9.89 eV. The calculation puts the highest occupied orbital energy at -0.343 Ha.

Cartesian coordinates (Å):
1 C 0.437 -0.137 0.667
2 C 1.323 -0.326 -0.492
3 C -0.840 -0.266 -1.370
4 C -1.041 -0.272 0.148
5 C -0.580 0.976 0.713
6 H 1.735 -0.408 2.326
7 H 2.095 -1.172 -0.269
8 H 1.901 0.527 -0.684
9 H -1.746 0.759 -1.653
10 H -1.665 -1.230 -1.777
11 H -1.602 -0.896 0.713
12 H -0.788 1.070 1.801
13 O 0.815 -0.645 1.953
14 O 0.638 -0.335 -1.751
15 Cl -0.683 2.353 -0.324



Energies in hartree, measured from the most stable structure: version w 0.0000; version x 0.0764.